No. 1
DFT (ωB97M-V/def2-TZVPD) results for a structure of composition C20H20IN6O6RhS2 at a distorted geometry.

The charge is +1. The value obtained for the orbital gap (spin up / spin down) is 5.80 / 6.52 eV. The multiplicity is 2. Its energy above the lowest of the compared OMol25 structures with the same formula, charge and spin is 46.8 kcal per mole. The largest force on an atom comes out at 3.2 eV Å⁻¹.

Structure (XYZ):
```
56
C20H20IN6O6RhS2 ωB97M-V/def2-TZVPD
Rh 0.084 0.297 0.437
O 1.881 -3.360 4.736
C 2.655 -3.509 3.685
O 3.472 -4.388 3.577
C 2.501 -2.524 2.566
C 3.418 -2.392 1.547
N 2.934 -1.479 0.689
N 1.753 -1.009 1.094
C 1.475 -1.614 2.237
C 0.223 -1.202 2.956
O 0.023 -1.608 4.095
O -0.546 -0.429 2.289
H 1.180 -2.660 4.623
H 4.364 -2.891 1.417
H 3.376 -1.117 -0.138
C -1.152 3.771 1.110
C -2.097 2.755 0.570
N -1.811 1.521 0.259
C -2.920 0.810 -0.166
C -4.056 1.546 -0.219
S -3.755 3.142 0.310
C -2.782 -0.619 -0.423
C -3.774 -1.511 -0.678
S -3.139 -3.094 -0.769
C -1.560 -2.476 -0.449
N -1.537 -1.184 -0.316
C -0.384 -3.381 -0.316
H -0.202 3.300 1.342
H -1.564 4.225 2.011
H -0.995 4.572 0.384
H -5.045 1.240 -0.516
H -4.829 -1.333 -0.803
H -0.506 -4.269 -0.935
H -0.293 -3.713 0.721
H 0.531 -2.856 -0.586
N 3.108 1.690 -0.784
C 2.588 2.295 0.306
O 1.420 2.067 0.641
C 3.430 3.185 1.096
I 4.426 1.269 2.787
H 2.484 1.110 -1.334
H 3.975 2.009 -1.181
H 2.969 3.720 1.912
H 4.400 3.507 0.745
O 0.693 0.222 -1.679
N -0.295 0.395 -2.544
C -0.754 -0.659 -3.238
C -1.809 -0.523 -4.112
C -2.417 0.714 -4.265
C -1.913 1.793 -3.554
C -0.837 1.614 -2.715
H -0.246 -1.592 -3.046
H -2.145 -1.385 -4.669
H -3.264 0.834 -4.926
H -2.347 2.777 -3.654
H -0.387 2.397 -2.124
```



No. 2
DFT (ωB97M-V/def2-TZVPD) results for a structure of composition CH3FO2Tl at a distorted geometry.

The charge is -1. The value obtained for the orbital gap is 7.31 eV. Its energy above the lowest of the compared OMol25 structures with the same formula, charge and spin is 0.0 kcal per mole. The largest force on an atom comes out at 3.3 eV Å⁻¹.

Structure (XYZ):
```
8
CH3FO2Tl ωB97M-V/def2-TZVPD
O 0.599 -0.720 0.279
C 0.230 -0.215 1.503
Tl 0.795 0.169 -1.750
H -0.424 -0.916 2.071
H 1.091 0.004 2.175
H -0.351 0.734 1.424
O -1.307 0.057 -2.297
F -0.632 0.885 -3.405
```



No. 3
DFT (ωB97M-V/def2-TZVPD) results for a structure of composition C2H8N2S at a distorted geometry.

The value obtained for the orbital gap is 7.96 eV. Its energy above the lowest of the compared OMol25 structures with the same formula, charge and spin is 10.7 kcal per mole. The largest force on an atom comes out at 3.3 eV Å⁻¹.

Structure (XYZ):
```
13
C2H8N2S ωB97M-V/def2-TZVPD
C 1.865 0.843 -0.203
N 0.554 0.261 -0.208
C -0.536 0.819 0.243
N -1.589 0.054 0.473
H 2.396 0.574 -1.130
H 2.450 0.545 0.685
H 1.727 1.953 -0.198
H 0.387 -0.733 -0.292
H -0.542 1.904 0.381
H -1.544 -1.097 0.370
H -2.429 0.508 0.967
S -1.052 -2.765 0.056
H -1.688 -2.865 -1.144
```



No. 4
DFT (ωB97M-V/def2-TZVPD) results for a cluster of 7 separate species, C27H30BF4O15 in total at a distorted geometry.

The charge is -1. The value obtained for the orbital gap is 6.13 eV. Its energy above the lowest of the compared OMol25 structures with the same formula, charge and spin is 0.0 kcal per mole. The largest force on an atom comes out at 11.3 eV Å⁻¹.

Structure (XYZ):
```
77
C27H30BF4O15 ωB97M-V/def2-TZVPD
B -0.069 0.338 0.388
F -0.460 0.878 -0.808
F -0.024 -1.000 0.261
F 1.097 0.954 0.803
F -1.011 0.690 1.426
C -5.507 4.065 2.810
C -5.401 4.520 1.438
C -4.497 3.877 0.491
O -4.513 4.008 -0.695
C -3.545 2.932 1.016
C -3.728 2.388 2.486
C -4.715 2.990 3.408
O -4.785 2.652 4.525
O -2.814 1.624 3.133
O -6.232 5.509 1.006
H -6.159 4.414 3.580
H -2.906 2.514 0.260
H -2.290 1.403 2.363
H -6.236 5.867 0.084
C 1.151 -2.878 -5.303
C 2.365 -1.970 -5.169
C 2.557 -1.148 -3.990
O 3.453 -0.331 -3.800
C 1.385 -1.136 -2.931
C 0.244 -2.054 -3.137
C 0.106 -2.900 -4.385
O -0.852 -3.663 -4.470
O -0.663 -2.214 -2.044
O 3.351 -1.964 -6.079
H 1.288 -3.629 -6.225
H 1.384 -0.338 -2.128
H -0.333 -1.620 -1.422
H 4.078 -1.614 -5.707
C 7.355 0.746 -2.588
C 7.191 2.176 -3.207
C 6.186 3.110 -2.664
O 6.192 4.262 -3.114
C 5.339 2.663 -1.687
C 5.296 1.079 -1.095
C 6.501 0.305 -1.416
O 6.695 -0.759 -0.855
O 4.287 0.482 -0.473
O 7.959 2.676 -4.146
H 8.176 0.151 -2.873
H 4.575 3.207 -1.623
H 3.598 1.098 -0.306
H 7.421 3.384 -4.254
C -4.234 0.352 -2.143
C -4.759 -0.821 -1.266
O -5.572 -1.584 -1.680
C -4.101 -0.897 0.082
H -4.933 1.305 -1.687
H -4.497 0.178 -3.304
H -3.018 0.360 -2.120
H -3.003 -0.915 -0.142
H -4.431 -1.915 0.488
H -4.405 -0.118 0.651
C -2.787 -2.024 3.029
C -4.196 -2.373 3.554
O -5.125 -1.629 3.376
C -4.490 -3.730 4.168
H -2.691 -0.981 2.937
H -2.620 -2.555 2.042
H -2.019 -2.487 3.747
H -5.035 -4.436 3.528
H -4.953 -3.371 5.143
H -3.510 -4.204 4.263
C 2.694 -1.000 3.719
C 3.712 -2.028 3.808
O 3.656 -3.035 4.601
C 4.856 -1.937 2.927
H 2.177 -0.874 2.768
H 3.135 -0.057 4.139
H 1.814 -0.928 4.585
H 5.493 -1.177 3.030
H 4.759 -2.001 1.882
H 5.590 -2.864 2.988
```



No. 5
DFT (ωB97M-V/def2-TZVPD) results for a cluster of 9 separate species, C39H49F5O6S3 in total at a distorted geometry.

The value obtained for the orbital gap is 9.24 eV. The largest force on an atom comes out at 3.5 eV Å⁻¹.

Structure (XYZ):
```
102
C39H49F5O6S3 ωB97M-V/def2-TZVPD
F 5.100 3.720 2.144
C 5.641 4.416 3.182
C 4.867 4.467 4.396
C 5.393 5.268 5.374
C 6.561 5.955 5.282
C 7.344 5.790 4.179
C 6.854 5.073 3.088
H 3.999 3.823 4.396
H 4.859 5.426 6.299
H 6.922 6.410 6.193
H 8.223 6.406 4.058
H 7.351 5.036 2.130
F -0.177 -11.464 -1.257
C 0.085 -10.600 -2.256
C 0.838 -10.926 -3.393
C 1.041 -9.956 -4.392
C 0.407 -8.742 -4.371
C -0.444 -8.441 -3.291
C -0.570 -9.378 -2.193
H 1.281 -11.909 -3.457
H 1.671 -10.281 -5.207
H 0.673 -8.066 -5.170
H -1.020 -7.529 -3.231
H -1.197 -9.206 -1.331
F 1.803 1.528 -9.070
C 2.078 1.041 -10.364
C 1.222 0.038 -10.904
C 1.458 -0.387 -12.221
C 2.635 0.078 -12.875
C 3.400 1.057 -12.334
C 3.146 1.579 -11.106
H 0.454 -0.434 -10.309
H 0.853 -1.075 -12.792
H 2.746 -0.258 -13.895
H 4.228 1.464 -12.896
H 3.753 2.391 -10.731
F 8.760 -3.480 6.124
C 7.515 -3.668 6.625
C 6.462 -3.378 5.821
C 5.178 -3.693 6.137
C 4.950 -4.475 7.288
C 6.030 -4.815 8.114
C 7.349 -4.255 7.886
H 6.724 -2.861 4.910
H 4.425 -3.685 5.363
H 3.975 -4.815 7.605
H 5.821 -5.409 8.992
H 8.178 -4.657 8.449
F -2.500 11.738 -1.716
C -1.781 11.015 -2.648
C -0.638 11.553 -3.294
C 0.034 10.842 -4.206
C -0.419 9.566 -4.604
C -1.515 9.026 -3.983
C -2.258 9.778 -3.095
H -0.149 12.481 -3.039
H 0.975 11.262 -4.526
H 0.179 8.872 -5.177
H -1.838 8.042 -4.289
H -3.225 9.439 -2.754
C -4.550 -5.748 7.264
S -3.463 -4.955 5.992
O -2.378 -5.919 5.571
C -4.699 -4.769 4.605
H -5.461 -5.198 7.501
H -3.913 -5.948 8.126
H -4.819 -6.701 6.809
H -4.477 -3.873 4.025
H -5.674 -4.646 5.078
H -4.604 -5.609 3.916
C 1.016 -0.850 -0.912
S -0.427 -0.319 -1.906
O -1.683 -0.897 -1.191
C -0.309 1.473 -1.473
H 0.769 -1.908 -0.815
H 0.896 -0.355 0.052
H 1.953 -0.608 -1.413
H -1.141 1.840 -2.074
H 0.631 1.811 -1.907
H -0.525 1.473 -0.404
C -9.127 -0.729 -3.041
S -9.196 0.933 -3.826
O -9.336 1.801 -2.585
C -7.348 0.919 -4.099
H -8.608 -0.833 -2.088
H -8.626 -1.470 -3.664
H -10.138 -1.121 -2.937
H -7.021 0.183 -4.833
H -6.919 0.699 -3.121
H -6.974 1.897 -4.399
C -2.163 0.840 8.197
O -3.273 1.563 7.621
C -3.264 1.909 6.334
O -2.415 1.638 5.568
O -4.338 2.695 6.019
C -4.577 3.016 4.628
H -1.331 1.515 8.400
H -1.857 -0.029 7.614
H -2.592 0.440 9.115
H -4.796 2.084 4.106
H -3.641 3.250 4.122
H -5.317 3.773 4.368
```



No. 6
DFT (ωB97M-V/def2-TZVPD) results for an isolated molecule of C3H5N at a distorted geometry.

The value obtained for the orbital gap is 9.97 eV. As for the SMILES: C#CCN. Its energy above the lowest of the compared OMol25 structures with the same formula, charge and spin is 91.7 kcal per mole. The largest force on an atom comes out at 6.9 eV Å⁻¹.

Structure (XYZ):
```
9
C3H5N ωB97M-V/def2-TZVPD
C -2.055 -0.302 0.013
C -0.929 0.206 -0.279
C 0.408 0.547 -0.020
N 1.150 -0.650 -0.221
H -3.183 -0.481 -0.354
H 0.543 0.690 1.230
H 0.990 1.378 -0.530
H 1.061 -1.222 0.646
H 2.015 -0.165 -0.485
```



No. 7
DFT (ωB97M-V/def2-TZVPD) results for a structure of composition C35H53N4OP2Pt at a distorted geometry.

The charge is +3. The value obtained for the orbital gap (spin up / spin down) is 6.40 / 5.26 eV. The multiplicity is 5. Its energy above the lowest of the compared OMol25 structures with the same formula, charge and spin is 41.6 kcal per mole. The largest force on an atom comes out at 6.1 eV Å⁻¹.

Structure (XYZ):
```
96
C35H53N4OP2Pt ωB97M-V/def2-TZVPD
C 2.911 -0.528 -0.075
C 2.014 1.475 0.718
C 4.160 0.051 -0.311
C 3.305 2.055 0.660
C 4.378 1.347 0.111
H 4.899 -0.550 -0.831
H 3.420 3.085 0.990
H 5.356 1.805 -0.025
N 1.930 0.106 0.592
P 1.273 -2.759 0.140
P -0.840 2.490 0.937
C 2.564 -1.854 -0.782
H 2.203 -1.612 -1.803
H 3.491 -2.435 -0.906
C 0.910 2.406 0.615
H 1.263 3.397 0.937
C -1.398 4.029 -0.109
C -1.597 2.544 2.724
C 0.266 -3.724 -1.134
C 2.335 -3.866 1.296
C -2.454 3.441 -1.062
H -3.222 2.873 -0.530
H -2.950 4.265 -1.589
H -1.994 2.779 -1.803
C -1.998 5.195 0.707
H -2.839 4.916 1.343
H -1.244 5.705 1.318
H -2.383 5.937 -0.009
C -0.220 4.616 -0.909
H -0.605 5.442 -1.518
H 0.547 5.014 -0.242
H 0.255 3.908 -1.592
C -3.135 2.600 2.636
H -3.547 1.691 2.176
H -3.519 2.671 3.664
H -3.510 3.460 2.072
C -1.208 1.247 3.445
H -1.597 0.370 2.910
H -0.124 1.144 3.545
H -1.660 1.258 4.446
C -1.047 3.732 3.517
H -1.314 4.695 3.072
H -1.498 3.688 4.519
H 0.042 3.672 3.621
C 1.458 -4.949 1.941
H 2.088 -5.527 2.633
H 0.630 -4.535 2.527
H 1.064 -5.663 1.206
C 2.962 -2.969 2.376
H 3.598 -2.189 1.939
H 2.222 -2.498 3.026
H 3.601 -3.600 3.012
C 3.489 -4.544 0.542
H 3.990 -5.219 1.250
H 3.158 -5.148 -0.308
H 4.243 -3.828 0.198
C -0.185 -2.761 -2.247
H 0.648 -2.472 -2.904
H -0.948 -3.259 -2.868
H -0.629 -1.844 -1.833
C -0.979 -4.279 -0.420
H -1.592 -3.465 -0.012
H -1.588 -4.843 -1.143
H -0.718 -4.960 0.401
C 1.071 -4.871 -1.768
H 2.009 -4.516 -2.219
H 1.286 -5.684 -1.059
H 0.461 -5.307 -2.578
Pt -0.074 -0.900 0.845
C -0.096 -1.767 2.496
O -0.133 -2.358 3.501
N -0.280 0.400 -0.717
C 0.263 1.425 -1.172
C 0.607 1.691 -2.627
C -0.131 1.038 -3.628
C 1.651 2.551 -2.994
C 0.025 1.411 -4.985
H -0.835 0.247 -3.346
C 1.800 2.917 -4.347
H 2.316 2.921 -2.209
C 0.977 2.371 -5.337
H -0.608 0.973 -5.745
H 2.557 3.649 -4.596
H 1.083 2.687 -6.374
C -2.991 -0.269 -1.498
C -3.170 -0.849 -0.150
N -2.297 -1.177 0.806
C -3.012 -1.684 1.882
C -4.342 -1.659 1.560
N -4.408 -1.140 0.290
H -2.621 -1.014 -2.209
H -3.951 0.114 -1.851
H -2.281 0.563 -1.453
H -2.561 -2.037 2.798
H -5.193 -1.970 2.139
H -5.249 -0.981 -0.249
```



No. 8
DFT (ωB97M-V/def2-TZVPD) results for an isolated molecule of C3H3NO2S at a distorted geometry.

The value obtained for the orbital gap is 9.36 eV. As for the SMILES: O=c1o[nH]cc1S. Its energy above the lowest of the compared OMol25 structures with the same formula, charge and spin is 97.4 kcal per mole. The largest force on an atom comes out at 4.8 eV Å⁻¹.

Structure (XYZ):
```
10
C3H3NO2S ωB97M-V/def2-TZVPD
O -0.523 1.954 0.098
C -0.598 0.813 -0.113
O -1.838 0.371 -0.038
N -1.738 -1.115 -0.117
C -0.341 -1.401 0.115
C 0.404 -0.355 -0.162
S 2.157 -0.147 -0.034
H -2.009 -1.578 0.742
H -0.180 -2.451 0.392
H 1.939 1.243 0.721
```